This record from the OMol25 dataset describes a structure of composition C42H52AsClKN9O9P. The level of theory is the ωB97M-V functional and the def2-TZVPD basis.

XYZ file:
```
116
Properties=species:S:1:pos:R:3:forces:R:3:lowdin_charge:R:1
K 1.210 0.847 2.711 -0.404 0.319 -0.583 0.80
Cl -3.086 -5.938 2.890 0.045 0.066 -0.024 0.58
C -2.004 -4.558 2.777 -0.013 0.007 0.006 -0.69
C -0.618 -4.758 2.807 0.029 -0.077 -0.047 -0.13
C 0.236 -3.696 2.700 -0.063 0.066 0.056 -0.02
C -0.223 -2.337 2.579 0.017 0.030 -0.164 -0.40
O 0.571 -1.374 2.429 -0.067 -0.969 0.009 -0.22
C -1.654 -2.175 2.587 -0.228 0.290 -0.043 -0.13
C -2.315 -0.884 2.498 0.166 -0.212 0.028 -0.10
N -1.830 0.266 2.797 -0.233 0.061 0.017 0.12
C -2.720 1.353 2.758 0.424 -0.083 0.004 -0.22
C -4.050 1.270 3.090 -0.190 0.189 0.002 -0.03
C -4.903 2.396 2.987 0.051 -0.198 0.027 -0.09
C -4.425 3.599 2.564 0.090 0.079 -0.063 -0.06
C -3.045 3.739 2.259 -0.150 0.156 -0.023 -0.17
C -2.485 4.958 1.804 -0.078 -0.040 0.039 -0.02
C -1.155 5.021 1.531 0.100 -0.051 -0.027 -0.04
C -0.366 3.862 1.729 -0.042 0.083 0.060 -0.12
N -0.849 2.719 2.137 -0.151 0.105 -0.032 0.10
C -2.183 2.635 2.389 0.144 -0.301 -0.051 -0.17
C -2.504 -3.287 2.659 -0.012 -0.106 -0.064 -0.11
H -0.230 -5.766 2.901 -0.013 -0.004 -0.004 0.10
H 1.310 -3.844 2.708 0.004 -0.004 0.027 0.09
H -3.356 -0.949 2.143 -0.005 -0.030 0.057 0.11
H -4.456 0.331 3.442 -0.003 0.008 0.016 0.11
H -5.948 2.287 3.251 -0.003 0.004 -0.001 0.10
H -5.075 4.461 2.472 0.001 0.001 -0.003 0.10
H -3.131 5.818 1.666 0.000 -0.002 0.011 0.12
H -0.694 5.929 1.164 0.013 0.000 0.023 0.11
H 0.701 3.884 1.545 -0.003 0.035 0.035 0.08
H -3.578 -3.135 2.640 0.007 0.002 -0.004 0.10
O 4.487 1.613 4.398 0.022 0.041 -0.013 -0.03
C 3.493 2.239 3.990 0.020 0.129 0.122 -0.72
O 2.298 2.181 4.355 0.505 0.370 0.540 -0.16
C 3.769 3.221 2.848 0.057 0.103 -0.099 -0.20
C 4.835 4.114 2.949 -0.011 -0.020 -0.009 -0.01
C 5.046 5.031 1.939 0.032 0.014 0.004 -0.08
C 4.202 5.015 0.835 -0.002 -0.006 -0.012 -0.08
C 3.192 4.071 0.805 0.008 -0.118 -0.113 -0.17
N 2.967 3.188 1.778 0.009 0.131 0.186 0.11
H 5.470 4.063 3.823 0.010 -0.014 -0.007 0.12
H 5.858 5.745 2.002 -0.010 0.006 0.000 0.10
H 4.329 5.704 0.011 -0.003 0.007 0.009 0.09
H 2.523 4.014 -0.050 0.012 -0.030 0.004 0.10
O -0.543 -0.293 -2.043 0.279 -0.087 0.304 0.08
N 0.148 -0.422 -1.152 -0.229 -0.280 -0.178 0.08
C -2.937 1.396 -0.645 -0.048 0.071 -0.064 0.00
C -2.020 2.537 -1.016 0.213 -0.029 0.139 -0.38
O -0.818 2.437 -0.904 -0.129 0.018 -0.167 0.06
C -2.619 3.816 -1.524 -0.091 -0.181 0.048 -0.16
C -1.771 4.793 -2.036 -0.026 0.051 -0.010 -0.02
C -2.293 5.991 -2.493 0.001 0.003 -0.001 -0.07
C -3.664 6.219 -2.436 -0.016 0.056 -0.017 -0.09
C -4.513 5.249 -1.925 0.043 -0.078 0.029 -0.08
C -3.989 4.045 -1.472 -0.035 0.116 -0.021 -0.03
H -2.336 0.562 -0.294 -0.021 -0.015 0.046 0.07
H -3.538 1.098 -1.507 0.027 -0.029 -0.011 0.09
H -3.626 1.692 0.149 -0.001 0.016 -0.005 0.08
H -0.708 4.594 -2.062 -0.003 -0.014 0.009 0.11
H -1.634 6.751 -2.893 -0.003 -0.001 -0.005 0.10
H -4.071 7.157 -2.794 0.012 0.003 0.002 0.10
H -5.579 5.426 -1.876 0.001 0.016 -0.001 0.10
H -4.650 3.295 -1.057 -0.004 -0.004 -0.018 0.11
C 4.233 2.307 -2.048 0.108 -0.006 0.025 -0.35
As 2.658 1.136 -2.056 0.103 0.143 -0.088 1.06
C 3.464 -0.311 -3.123 -0.116 0.074 0.060 -0.33
C 1.761 2.099 -3.536 0.015 -0.173 -0.036 -0.34
H 4.845 2.123 -2.932 -0.004 0.017 -0.013 0.02
H 4.820 2.113 -1.152 0.006 0.002 -0.011 0.00
H 3.912 3.348 -2.052 0.003 -0.001 0.050 0.00
H 4.024 0.113 -3.958 0.002 -0.028 -0.009 0.01
H 2.686 -0.973 -3.503 -0.043 -0.030 0.012 0.01
H 4.127 -0.888 -2.479 0.001 0.019 0.007 -0.01
H 2.317 1.993 -4.469 0.013 0.045 0.005 0.02
H 1.703 3.154 -3.268 -0.027 -0.002 0.014 0.00
H 0.746 1.728 -3.685 0.008 -0.021 0.015 0.00
N 4.317 -3.449 1.439 0.036 0.230 0.016 0.14
N 4.455 -2.066 1.307 0.084 -0.214 0.023 -0.29
N 4.759 -1.298 2.319 -0.143 0.093 -0.149 0.15
C 4.798 -0.108 1.717 0.057 -0.002 0.276 -0.19
N 4.535 -0.192 0.409 0.035 -0.178 -0.128 0.02
N 4.327 -1.475 0.160 -0.022 0.240 0.018 0.06
H 4.138 -3.589 2.428 -0.032 -0.064 0.037 0.09
H 3.477 -3.683 0.921 -0.060 -0.132 0.094 0.05
H 4.993 0.795 2.274 0.049 -0.003 -0.030 0.09
C -2.895 -4.787 -1.834 -0.030 -0.057 -0.050 -0.02
C -2.837 -3.267 -1.808 0.267 -0.146 0.129 -0.60
C -2.968 -2.665 -3.199 -0.085 0.021 -0.019 -0.03
C -3.888 -2.700 -0.868 -0.036 -0.010 0.007 -0.02
O -1.576 -2.874 -1.188 -0.202 0.280 -0.077 -0.15
P -0.104 -3.098 -1.710 -0.222 -0.001 -0.142 0.34
O 0.074 -3.150 -3.169 0.009 -0.026 -0.042 -0.24
O 0.657 -1.927 -0.961 0.110 0.243 0.028 -0.21
O 0.327 -4.396 -0.931 0.120 -0.159 0.066 -0.14
C 1.462 -5.260 -1.252 -0.185 0.080 0.077 -0.60
C 2.699 -4.434 -1.580 -0.014 0.008 0.041 -0.03
C 1.059 -6.150 -2.416 0.103 -0.026 -0.116 -0.03
C 1.652 -6.072 0.020 0.009 -0.037 0.040 -0.02
H -3.873 -5.117 -2.188 0.004 0.002 0.002 0.09
H -2.726 -5.187 -0.834 -0.019 0.022 0.010 0.09
H -2.135 -5.193 -2.505 0.013 0.047 0.004 0.08
H -3.999 -2.794 -3.536 0.026 -0.003 -0.033 0.09
H -2.293 -3.132 -3.911 0.051 -0.036 0.026 0.07
H -2.743 -1.598 -3.177 -0.032 0.020 0.052 0.08
H -4.884 -3.007 -1.196 0.011 0.017 0.008 0.09
H -3.844 -1.610 -0.856 0.020 0.013 -0.017 0.08
H -3.718 -3.062 0.146 0.010 -0.032 -0.001 0.07
H 2.626 -3.994 -2.574 -0.034 0.035 -0.027 0.09
H 3.583 -5.073 -1.543 0.002 0.013 -0.043 0.09
H 2.837 -3.614 -0.873 -0.095 -0.018 -0.108 0.05
H 0.807 -5.542 -3.284 0.004 0.018 0.015 0.08
H 0.199 -6.767 -2.149 0.001 0.026 0.028 0.09
H 1.890 -6.807 -2.681 -0.011 -0.023 0.023 0.09
H 1.717 -5.412 0.884 0.099 0.069 0.004 0.06
H 2.555 -6.680 -0.048 0.000 -0.025 -0.005 0.09
H 0.796 -6.725 0.190 -0.014 0.010 -0.043 0.09
```
Forces are in eV/Å.

* E_HOMO: -4.55 eV
* ΔE to the lowest compared entry with this formula, charge and spin: 31.9 kcal/mol
* 2S+1: 1
* charge: -1
* E_LUMO: 1.7891 eV
* strongest force on any atom: 0.0189 hartree/bohr